# 1
# C24H25CoF3N8S3

C24H25CoF3N8S3 as an isolated structure (ωB97M-V/def2-TZVPD, OMol25).

* max |F|: 0.901 eV/Å
* electronic energy: -115495.5609 eV

Structure (ORCA input):
```
! wB97M-V def2-TZVPD RIJCOSX def2/J DEFGRID3
* xyz 1 1
Co 0.110 0.985 0.195
F 3.652 -1.742 3.432
C 3.739 -0.406 3.317
F 4.450 -0.145 2.212
F 4.439 0.041 4.370
C 2.371 0.221 3.275
C 1.689 0.447 4.458
C 0.400 0.962 4.443
C -0.186 1.224 3.223
N 0.474 1.014 2.087
C 1.727 0.528 2.081
S 2.208 0.387 0.412
H 2.174 0.217 5.399
H -0.139 1.147 5.360
H -1.196 1.603 3.132
C -0.540 -2.709 -3.871
C -0.336 -2.729 -2.500
C -0.139 -1.544 -1.807
C -0.149 -0.339 -2.496
C -0.341 -0.309 -3.875
C -0.537 -1.497 -4.554
N 0.065 0.858 -1.742
N 0.225 1.917 -2.377
C 0.498 2.998 -1.531
C 0.678 4.268 -2.066
C 0.977 5.310 -1.206
C 1.100 5.066 0.157
C 0.920 3.789 0.687
C 0.611 2.743 -0.160
H -0.700 -3.632 -4.411
H -0.336 -3.667 -1.959
H 0.033 -1.564 -0.739
H -0.334 0.637 -4.396
H -0.688 -1.480 -5.625
H 0.587 4.416 -3.135
H 1.125 6.309 -1.593
H 1.347 5.883 0.823
H 1.033 3.634 1.752
C -3.704 3.061 -1.909
C -3.871 2.798 -0.411
C -3.299 1.472 -0.027
N -2.048 1.245 0.148
N -1.730 -0.056 0.413
C -2.768 -0.846 0.452
N -2.654 -2.155 0.704
S -4.243 0.015 0.131
H -4.116 4.035 -2.168
H -4.219 2.305 -2.502
H -2.648 3.051 -2.182
H -4.923 2.837 -0.129
H -3.349 3.561 0.168
H -1.750 -2.419 1.110
H -3.464 -2.707 0.925
C 1.809 -5.931 -0.139
N 0.986 -5.127 0.744
C 1.176 -3.826 0.995
N 2.159 -3.205 0.336
S 0.206 -3.007 2.124
H 1.346 -6.907 -0.253
H 2.817 -6.072 0.258
H 1.872 -5.476 -1.129
H 0.310 -5.578 1.337
H 2.810 -3.695 -0.254
H 2.287 -2.215 0.487
*
```

Atom charges from the Löwdin analysis, given in e for atoms 1 to 4: 0.261, 0.147, -0.594, 0.124



# 2
# C13H9N6O4Ti

C13H9N6O4Ti as an isolated structure in a non-equilibrium geometry (ωB97M-V/def2-TZVPD, OMol25).

* max |F|: 2.334 eV/Å
* electronic energy: -53859.7858 eV

Structure (ORCA input):
```
! wB97M-V def2-TZVPD RIJCOSX def2/J DEFGRID3
* xyz 2 2
Ti 0.105 0.101 -0.798
O 0.087 4.124 -0.455
C -0.099 2.850 -0.441
O 0.466 2.054 -1.199
C -1.200 2.317 0.425
C -2.228 3.029 0.977
C -3.447 2.362 1.169
C -3.621 1.101 0.628
C -2.505 0.455 0.122
N -1.299 1.000 0.215
C -2.497 -0.695 -0.895
O -3.358 -1.485 -1.043
O -1.334 -0.599 -1.626
H 0.684 4.392 -1.184
H -2.127 4.091 1.168
H -4.283 2.883 1.616
H -4.599 0.645 0.539
N 4.257 0.273 0.051
C 3.175 1.023 0.039
N 2.106 0.228 -0.011
C 2.660 -1.034 -0.046
N 3.958 -1.051 0.002
C 1.765 -2.199 -0.037
C 2.213 -3.500 -0.042
N 1.363 -4.525 0.029
C 0.072 -4.226 0.130
C -0.384 -2.918 0.134
N 0.459 -1.889 0.039
H 5.225 0.567 0.097
H 3.189 2.099 0.082
H 3.273 -3.715 -0.101
H -0.634 -5.044 0.200
H -1.440 -2.713 0.217
*
```

Atom charges from the Löwdin analysis, given in e for atoms 1 to 4: 1.227, 0.252, -0.390, 0.007



# 3
# C29H29IN7O4Zn

C29H29IN7O4Zn as an isolated structure (ωB97M-V/def2-TZVPD, OMol25).

* max |F|: 0.489 eV/Å
* electronic energy: -105687.7832 eV

Structure (ORCA input):
```
! wB97M-V def2-TZVPD RIJCOSX def2/J DEFGRID3
* xyz -1 1
Zn 0.040 -0.996 -0.741
C 3.445 -3.786 -0.798
C 2.168 -3.041 -1.007
N 1.768 -2.060 -0.293
N 2.467 -1.618 0.777
C 1.679 -0.824 1.500
O 0.454 -0.593 1.287
C 2.303 -0.222 2.716
C 1.497 0.441 3.634
C 2.050 1.014 4.769
C 3.417 0.936 4.992
C 4.228 0.279 4.074
C 3.674 -0.300 2.943
C 1.203 -3.449 -2.071
C 1.569 -4.238 -3.157
C 0.608 -4.553 -4.103
C -0.684 -4.074 -3.944
C -0.958 -3.292 -2.832
N -0.047 -3.007 -1.913
H 3.949 -3.390 0.080
H 4.107 -3.666 -1.658
H 3.249 -4.852 -0.659
H 0.436 0.509 3.429
H 1.414 1.532 5.477
H 3.852 1.390 5.874
H 5.297 0.222 4.239
H 4.293 -0.814 2.221
H 2.591 -4.573 -3.265
H 0.869 -5.154 -4.965
H -1.460 -4.285 -4.665
H -1.941 -2.869 -2.667
N 2.050 1.073 -2.852
C 2.523 0.930 -1.655
O 1.915 1.186 -0.573
C 3.962 0.469 -1.337
I 4.990 -0.686 -2.846
H 0.128 0.358 -2.642
H 2.696 0.743 -3.560
H 3.944 -0.173 -0.462
H 4.602 1.331 -1.163
C 0.515 3.245 1.523
C -0.882 3.197 0.967
C -1.125 2.621 -0.277
C -2.405 2.611 -0.816
C -3.473 3.126 -0.095
N -4.815 3.095 -0.587
C -5.413 2.162 -1.394
O -6.334 2.466 -2.140
N -4.963 0.860 -1.348
C -4.141 0.236 -0.385
C -4.390 0.341 0.974
C -3.506 -0.253 1.861
C -2.409 -0.934 1.358
N -2.178 -1.041 0.051
C -3.020 -0.470 -0.802
C -3.246 3.690 1.155
C -1.959 3.736 1.668
H 1.164 2.546 0.993
H 0.523 3.000 2.587
H 0.934 4.250 1.417
H -0.314 2.161 -0.837
H -2.559 2.164 -1.790
H -5.280 3.984 -0.684
H -5.282 0.320 -2.135
H -5.246 0.904 1.325
H -3.654 -0.171 2.929
H -1.669 -1.378 2.008
H -2.725 -0.506 -1.845
H -4.084 4.074 1.726
H -1.789 4.181 2.643
O -0.620 -0.115 -2.235
*
```

Atom charges from the Löwdin analysis, given in e for atoms 1 to 4: 0.709, -0.043, -0.260, -0.006



# 4
# C10H15ClSi

An isolated molecule of C10H15ClSi in a non-equilibrium geometry (ωB97M-V/def2-TZVPD, OMol25).

* max |F|: 4.006 eV/Å
* structure (SMILES): C=CC(=C/C=C(/C)[SiH2]Cl)/C=C/C
* electronic energy: -31010.2583 eV

Structure (ORCA input):
```
! wB97M-V def2-TZVPD RIJCOSX def2/J DEFGRID3
* xyz 0 1
C 3.922 -0.862 -0.547
C 2.745 -1.361 -0.694
C 1.497 -0.709 -0.196
C 0.769 -1.351 0.744
C -0.221 -0.649 1.626
C -1.388 -0.302 1.058
C -2.342 0.549 1.897
Si -2.418 -1.364 -0.160
Cl -3.662 -0.015 -1.057
C 1.220 0.682 -0.579
C 0.053 1.152 -0.878
C -0.165 2.424 -1.575
H 4.762 -1.363 -0.996
H 4.150 0.019 0.003
H 2.514 -2.156 -1.291
H 0.949 -2.344 1.082
H 0.135 -0.317 2.650
H -1.888 1.061 2.731
H -3.070 -0.057 2.333
H -2.949 1.384 1.282
H -3.105 -2.142 0.769
H -2.011 -2.155 -1.219
H 2.124 1.294 -0.515
H -0.705 0.293 -1.104
H -0.541 3.175 -0.882
H -0.972 2.243 -2.341
H 0.595 2.873 -2.138
*
```

Atom charges from the Löwdin analysis, given in e for atoms 1 to 4: 0.014, -0.139, -0.226, -0.069



# 5
# C47H62F33NO23

A 12-piece molecular cluster, C47H62F33NO23 overall in a non-equilibrium geometry (ωB97M-V/def2-TZVPD, OMol25).

* max |F|: 3.035 eV/Å
* structure (SMILES): CCOC(=O)C(F)(F)F.CCOC(=O)C(F)(F)F.CCOC(=O)C(F)(F)F.CCOC(=O)C(F)(F)F.CCOC(=O)C(F)(F)F.CCOC(=O)C(F)(F)F.CCOC(=O)C(F)(F)F.CCOC(=O)C(F)(F)F.CCOC(=O)C(F)(F)F.CCOC(=O)C(F)(F)F.CCOC(=O)C(F)(F)F.CN(C)C=O
* electronic energy: -188005.8830 eV

Structure (ORCA input):
```
! wB97M-V def2-TZVPD RIJCOSX def2/J DEFGRID3
* xyz 0 1
C -5.873 3.779 0.549
C -5.245 4.802 -0.397
O -3.984 4.327 -0.856
C -3.735 4.125 -2.145
O -4.525 4.374 -3.011
C -2.341 3.542 -2.456
F -1.730 4.308 -3.378
F -1.588 3.388 -1.379
F -2.530 2.363 -3.082
H -5.337 3.841 1.496
H -5.848 2.761 0.168
H -6.895 4.107 0.741
H -5.046 5.704 0.181
H -5.894 5.075 -1.228
C -0.128 -5.935 0.148
C -0.175 -5.629 -1.339
O -1.556 -5.335 -1.629
C -1.867 -4.068 -1.795
O -1.065 -3.213 -2.075
C -3.370 -3.758 -1.695
F -3.551 -2.590 -1.064
F -3.839 -3.598 -2.958
F -4.067 -4.723 -1.115
H -0.866 -6.706 0.365
H -0.296 -5.067 0.779
H 0.856 -6.344 0.387
H 0.113 -6.474 -1.958
H 0.401 -4.739 -1.594
C -0.054 0.019 -2.297
C -0.763 -0.397 -1.000
O -0.728 0.751 -0.122
C 0.276 1.033 0.684
O 1.281 0.382 0.780
C 0.075 2.304 1.537
F 0.737 2.117 2.687
F 0.545 3.384 0.925
F -1.223 2.412 1.798
H -0.502 0.802 -2.897
H 0.010 -0.904 -2.880
H 0.990 0.230 -2.058
H -0.239 -1.243 -0.559
H -1.818 -0.602 -1.127
C 0.578 -2.303 -6.043
C -0.718 -2.937 -5.585
O -1.619 -1.926 -5.087
C -2.261 -1.163 -5.961
O -2.331 -1.323 -7.139
C -3.110 -0.107 -5.194
F -4.412 -0.445 -5.255
F -2.738 -0.009 -3.917
F -2.995 1.101 -5.767
H 0.445 -1.601 -6.869
H 1.190 -3.101 -6.468
H 1.026 -1.719 -5.240
H -0.499 -3.578 -4.735
H -1.240 -3.466 -6.382
C 3.846 -4.013 -2.589
C 3.217 -2.632 -2.654
O 4.206 -1.689 -2.269
C 4.047 -0.415 -2.564
O 3.202 0.076 -3.255
C 5.168 0.497 -2.021
F 4.574 1.385 -1.193
F 6.056 -0.184 -1.297
F 5.770 1.200 -2.961
H 4.077 -4.316 -1.574
H 4.708 -4.066 -3.258
H 3.165 -4.682 -3.123
H 2.412 -2.610 -1.912
H 2.773 -2.421 -3.626
C 6.249 -1.980 5.233
C 5.006 -2.168 6.103
O 3.916 -1.442 5.527
C 3.716 -0.162 5.799
O 4.372 0.426 6.611
C 2.561 0.422 4.975
F 2.010 -0.498 4.180
F 1.644 0.882 5.823
F 3.030 1.404 4.217
H 6.101 -2.250 4.187
H 6.951 -2.700 5.659
H 6.584 -0.944 5.247
H 5.234 -1.923 7.140
H 4.725 -3.220 6.130
C 3.580 2.465 -5.756
C 3.074 3.883 -5.584
O 2.927 4.236 -4.209
C 1.959 3.706 -3.509
O 1.019 3.070 -3.894
C 2.068 3.976 -1.985
F 2.296 2.851 -1.324
F 3.045 4.858 -1.706
F 0.911 4.501 -1.586
H 4.653 2.453 -5.552
H 3.461 2.173 -6.800
H 3.107 1.753 -5.084
H 2.183 4.055 -6.192
H 3.784 4.581 -6.025
C 2.211 -2.544 0.316
C 1.413 -2.743 1.575
O 1.646 -4.029 2.170
C 2.774 -4.238 2.852
O 3.625 -3.424 3.034
C 2.778 -5.636 3.483
F 2.452 -5.527 4.771
F 1.999 -6.525 2.907
F 4.042 -6.094 3.404
H 1.901 -1.588 -0.127
H 2.089 -3.250 -0.503
H 3.263 -2.319 0.501
H 0.350 -2.629 1.360
H 1.588 -2.016 2.372
C -4.667 0.539 -1.418
C -6.035 -0.079 -1.266
O -6.277 -0.998 -2.334
C -7.451 -1.595 -2.338
O -8.291 -1.491 -1.495
C -7.637 -2.529 -3.559
F -8.137 -3.705 -3.167
F -8.547 -1.978 -4.394
F -6.503 -2.656 -4.265
H -4.671 1.249 -2.242
H -3.825 -0.142 -1.504
H -4.476 1.045 -0.468
H -6.828 0.673 -1.342
H -6.187 -0.403 -0.233
C 3.607 0.596 1.556
C 4.422 1.845 1.779
O 3.587 3.010 1.619
C 3.694 4.005 2.482
O 4.403 4.043 3.439
C 2.699 5.145 2.163
F 3.403 6.250 1.878
F 1.858 4.827 1.195
F 1.998 5.412 3.272
H 2.983 0.474 2.444
H 4.307 -0.182 1.260
H 2.865 0.732 0.766
H 5.116 1.957 0.941
H 4.974 1.843 2.717
C -1.941 2.837 6.398
C -1.528 2.906 4.924
O -2.204 3.989 4.312
C -1.663 5.196 4.372
O -0.605 5.442 4.855
C -2.523 6.243 3.663
F -2.986 7.112 4.557
F -1.810 6.894 2.750
F -3.545 5.684 2.999
H -3.014 3.019 6.476
H -1.461 3.541 7.078
H -1.723 1.853 6.819
H -1.791 1.961 4.456
H -0.448 3.040 4.858
C -1.341 -1.526 4.258
N -1.857 -2.026 2.993
C -2.510 -0.977 2.234
C -1.760 -3.327 2.645
O -2.241 -3.819 1.644
H -0.445 -1.985 4.679
H -2.157 -1.554 4.984
H -0.997 -0.497 4.131
H -3.071 -1.282 1.351
H -3.281 -0.493 2.840
H -1.767 -0.244 1.925
H -1.150 -3.880 3.381
*
```

Atom charges from the Löwdin analysis, given in e for atoms 1 to 4: -0.038, -0.190, 0.026, -0.382



# 6
# H4P2

A 2-piece molecular cluster, H4P2 overall in a non-equilibrium geometry (ωB97M-V/def2-TZVPD, OMol25).

* max |F|: 2.279 eV/Å
* electronic energy: -18637.5928 eV

Structure (ORCA input):
```
! wB97M-V def2-TZVPD RIJCOSX def2/J DEFGRID3
* xyz 0 1
P 0.870 -0.589 0.193
P -1.183 -0.035 0.051
H 0.922 -0.263 -1.146
H 0.783 -1.921 0.060
H -0.124 2.637 -0.529
H -1.267 0.172 1.371
*
```

Atom charges from the Löwdin analysis, given in e for atoms 1 to 4: 0.331, 0.340, -0.207, -0.211



# 7
# C28H59BN3O15

A 7-piece molecular cluster, C28H59BN3O15 overall in a non-equilibrium geometry (ωB97M-V/def2-TZVPD, OMol25).

* max |F|: 5.467 eV/Å
* electronic energy: -65843.7268 eV

Structure (ORCA input):
```
! wB97M-V def2-TZVPD RIJCOSX def2/J DEFGRID3
* xyz 1 1
N 0.320 1.272 2.744
C -0.238 2.480 2.354
N -0.041 2.883 0.886
C 0.984 4.019 0.950
C 0.801 4.995 2.271
C -0.733 4.891 2.931
N -0.957 3.449 3.240
O -2.186 3.108 3.595
B -3.125 2.938 2.481
O -4.105 4.061 2.264
O -3.272 1.777 1.586
H 1.362 1.281 2.929
H -0.207 0.391 2.928
H 0.390 2.050 0.386
H 0.886 4.641 -0.062
H 2.046 3.489 1.014
H 1.524 4.569 3.115
H 1.033 6.102 1.971
H -1.437 5.386 2.142
H -0.802 5.544 3.920
H -4.106 4.343 1.303
H -3.299 2.086 0.612
O 3.241 0.795 2.194
C 3.705 0.795 1.055
O 3.354 -0.167 0.175
C 3.682 -0.151 -1.226
C 5.059 -0.738 -1.467
C 4.740 1.806 0.653
H 3.574 0.853 -1.645
H 2.934 -0.776 -1.726
H 5.838 -0.151 -0.972
H 5.281 -0.775 -2.537
H 5.119 -1.752 -1.058
H 5.725 1.456 0.969
H 4.514 2.752 1.156
H 4.749 2.023 -0.413
O -0.425 -3.813 3.981
C -1.420 -3.216 4.390
O -1.983 -2.238 3.647
C -3.248 -1.617 3.938
C -3.076 -0.474 4.918
C -1.968 -3.495 5.759
H -3.981 -2.355 4.276
H -3.624 -1.222 2.989
H -2.688 -0.822 5.879
H -4.030 0.031 5.093
H -2.357 0.256 4.532
H -1.412 -2.910 6.495
H -1.839 -4.562 5.973
H -3.033 -3.293 5.854
O -3.611 3.143 -1.125
C -3.145 3.163 -2.263
O -2.387 2.138 -2.709
C -1.960 1.971 -4.073
C -0.683 2.743 -4.338
C -3.329 4.366 -3.141
H -2.761 2.229 -4.771
H -1.766 0.901 -4.208
H -0.828 3.818 -4.201
H -0.332 2.569 -5.359
H 0.101 2.438 -3.638
H -2.563 5.107 -2.900
H -4.318 4.792 -2.944
H -3.302 4.140 -4.205
O 7.558 0.083 0.365
C 7.540 -0.693 1.319
O 7.336 -2.013 1.121
C 7.487 -3.023 2.135
C 6.216 -3.171 2.947
C 7.647 -0.176 2.724
H 8.365 -2.828 2.758
H 7.687 -3.963 1.608
H 5.971 -2.249 3.481
H 6.317 -3.977 3.678
H 5.368 -3.392 2.292
H 6.660 0.143 3.066
H 8.326 0.683 2.727
H 8.067 -0.896 3.425
O -6.581 -3.688 3.218
C -6.301 -3.572 2.026
O -6.950 -2.672 1.256
C -6.570 -2.323 -0.087
C -7.173 -3.288 -1.088
C -5.303 -4.492 1.385
H -5.484 -2.243 -0.182
H -6.970 -1.320 -0.271
H -6.811 -4.308 -0.932
H -6.929 -2.987 -2.111
H -8.262 -3.320 -0.980
H -5.804 -5.420 1.096
H -4.519 -4.717 2.116
H -4.799 -4.060 0.523
O -1.480 -0.359 -5.452
C -0.591 -0.996 -6.014
O 0.532 -0.375 -6.435
C 1.705 -1.051 -6.923
C 1.579 -1.352 -8.403
C -0.777 -2.451 -6.329
H 1.922 -1.943 -6.329
H 2.545 -0.365 -6.767
H 0.742 -2.025 -8.607
H 2.495 -1.815 -8.782
H 1.390 -0.433 -8.966
H -1.331 -2.548 -7.266
H -1.355 -2.909 -5.519
H 0.154 -3.010 -6.390
*
```

Atom charges from the Löwdin analysis, given in e for atoms 1 to 4: 0.167, -0.109, 0.090, -0.176